(1)
{
  "formula": "C29H43N6ORbSTe",
  "method": "ωB97M-V/def2-TZVPD",
  "de_lowest_kj_mol": 0.00,
  "e_homo_ha": [-0.1555, -0.1555],
  "multiplicity": 2,
  "total_charge": -1,
  "species": ["Rb", "N", "C", "C", "N", "C", "C", "N", "H", "H", "H", "H", "H", "H", "H", "H", "H", "H", "H", "H", "H", "C", "C", "C", "C", "N", "C", "S", "N", "H", "H", "H", "H", "H", "C", "C", "O", "N", "Te", "C", "C", "C", "C", "C", "C", "C", "C", "C", "C", "C", "C", "C", "C", "C", "C", "C", "C", "H", "H", "H", "H", "H", "H", "H", "H", "H", "H", "H", "H", "H", "H", "H", "H", "H", "H", "H", "H", "H", "H", "H", "H", "H"],
  "coordinates": [[0.1273, -1.3743, 1.6266], [0.8773, -4.3641, 0.9949], [1.9017, -4.6359, 2.0016], [1.2577, -4.7999, 3.3740], [0.3744, -3.6802, 3.6396], [-0.1141, -3.5076, 4.9952], [0.3305, -2.1671, 5.5712], [-0.2354, -1.0570, 4.8051], [0.2756, -5.1608, 0.8254], [1.2924, -4.0846, 0.1151], [2.5620, -3.7665, 2.0244], [2.5099, -5.5251, 1.7875], [2.0507, -4.8098, 4.1264], [0.7390, -5.7732, 3.4363], [-0.3747, -3.6909, 2.9612], [0.2658, -4.3054, 5.6439], [-1.2082, -3.5657, 5.0280], [1.4173, -2.1074, 5.4860], [0.0725, -2.1318, 6.6396], [0.2487, -0.1919, 5.0078], [-1.2143, -0.9163, 5.0263], [5.6241, 2.6702, -1.0528], [4.7093, 1.4749, -1.0836], [4.1701, 1.0134, -2.2790], [3.2903, -0.0496, -2.1651], [2.9879, -0.6285, -1.0153], [3.5873, -0.1485, 0.1087], [3.3566, -0.9999, 1.5763], [4.4350, 0.9113, 0.0810], [6.0633, 2.8573, -2.0332], [6.4132, 2.5098, -0.3201], [5.0645, 3.5586, -0.7506], [4.4004, 1.4709, -3.2315], [2.7918, -0.4448, -3.0425], [-3.3228, -2.6769, 2.8423], [-2.8452, -2.1288, 1.4789], [-2.4791, -2.9593, 0.6047], [-2.8807, -0.8319, 1.4067], [-1.9568, -0.1069, -0.9280], [-1.0694, 0.2928, -2.8545], [-0.1997, -0.6778, -3.3717], [0.1347, -1.9241, -2.5924], [0.3551, -0.5051, -4.6368], [0.0785, 0.6113, -5.4093], [0.6995, 0.8000, -6.7688], [-0.8132, 1.5454, -4.9023], [-1.4079, 1.3979, -3.6523], [-2.4089, 2.4377, -3.2237], [-1.8993, 1.8561, -0.1109], [-0.6723, 2.5335, 0.0007], [0.6260, 1.9481, -0.4808], [-0.6429, 3.8020, 0.5751], [-1.7877, 4.4166, 1.0526], [-1.7332, 5.7794, 1.6935], [-2.9904, 3.7346, 0.9433], [-3.0737, 2.4683, 0.3741], [-4.4320, 1.8198, 0.3258], [-4.3989, -2.8479, 2.7882], [-3.1188, -1.9939, 3.6671], [-2.8312, -3.6368, 3.0105], [-0.7743, -2.4518, -2.2924], [0.7094, -1.6859, -1.6958], [0.7344, -2.6058, -3.1974], [1.0305, -1.2634, -5.0220], [1.4412, 0.0274, -6.9721], [1.1933, 1.7710, -6.8399], [-0.0565, 0.7578, -7.5562], [-1.0708, 2.4107, -5.5070], [-2.7769, 2.9845, -4.0930], [-1.9796, 3.1558, -2.5240], [-3.2537, 1.9659, -2.7204], [0.8241, 0.9716, -0.0316], [1.4638, 2.6024, -0.2440], [0.6127, 1.7785, -1.5574], [0.3095, 4.3166, 0.6536], [-0.7601, 6.2453, 1.5385], [-1.9048, 5.7070, 2.7698], [-2.4990, 6.4377, 1.2797], [-3.8984, 4.2043, 1.3098], [-5.2178, 2.5784, 0.2991], [-4.5741, 1.1892, 1.2016], [-4.5325, 1.1694, -0.5393]],
  "forces_ev_per_angstrom": [[0.198, -0.029, 0.003], [0.038, 0.009, 0.031], [-0.065, 0.027, 0.043], [0.046, 0.041, -0.024], [-0.084, 0.016, -0.125], [0.084, 0.022, 0.026], [0.000, -0.003, -0.005], [-0.021, -0.012, -0.026], [-0.004, 0.012, -0.041], [0.021, -0.003, -0.002], [0.023, -0.020, -0.013], [0.021, 0.003, -0.002], [-0.011, -0.018, 0.012], [-0.001, -0.002, 0.009], [-0.065, -0.087, 0.042], [-0.043, -0.015, 0.001], [-0.002, -0.012, 0.000], [-0.001, 0.005, 0.010], [0.023, 0.007, 0.005], [-0.009, 0.007, -0.004], [0.000, -0.010, -0.005], [-0.004, -0.051, -0.012], [0.000, 0.101, -0.014], [-0.026, -0.008, -0.006], [-0.050, 0.081, 0.132], [-0.177, 0.076, -0.009], [0.446, -0.274, -0.323], [-0.064, 0.067, 0.330], [-0.131, 0.067, 0.106], [0.004, 0.023, 0.004], [0.001, 0.011, 0.009], [0.004, -0.020, 0.005], [0.002, -0.016, -0.001], [-0.063, -0.062, -0.110], [-0.014, -0.057, -0.117], [-0.317, -0.103, 0.215], [0.197, -0.017, 0.036], [0.004, 0.062, 0.284], [-0.177, 0.105, -0.394], [-0.089, 0.205, -0.176], [-0.037, -0.045, 0.147], [-0.041, -0.033, -0.086], [0.051, 0.024, -0.001], [0.011, 0.005, -0.027], [-0.019, -0.002, 0.041], [-0.002, -0.008, -0.018], [0.071, 0.018, -0.010], [0.008, -0.076, 0.010], [0.005, 0.239, 0.085], [-0.090, -0.120, -0.015], [0.002, -0.118, -0.025], [0.000, 0.035, 0.004], [-0.014, 0.072, 0.034], [0.009, -0.074, -0.035], [0.062, 0.018, -0.022], [0.105, -0.137, -0.116], [0.090, 0.049, -0.034], [0.004, -0.030, 0.033], [-0.024, 0.033, -0.013], [-0.002, 0.008, 0.035], [0.051, -0.036, 0.069], [0.035, 0.033, 0.043], [0.003, 0.010, -0.022], [-0.007, -0.013, 0.012], [-0.001, 0.000, -0.004], [0.008, -0.003, -0.017], [0.006, 0.001, -0.010], [-0.007, 0.009, 0.018], [-0.006, 0.009, 0.015], [0.017, 0.009, 0.045], [-0.047, 0.025, 0.034], [0.027, 0.064, -0.017], [0.017, -0.001, 0.022], [0.031, 0.024, -0.061], [0.002, -0.010, -0.003], [-0.007, 0.013, 0.009], [-0.001, 0.029, 0.005], [-0.001, 0.017, 0.016], [-0.018, -0.018, -0.006], [0.046, -0.019, 0.015], [0.002, -0.087, 0.041], [-0.031, -0.047, -0.087]]
}

(2)
{
  "formula": "C29H43O2PS",
  "method": "ωB97M-V/def2-TZVPD",
  "smiles": "CCCCC[PH2](S)CCCCOC(C)=O.c1ccccc1.c1ccccc1.c1ccccc1",
  "e_homo_ha": -0.3165,
  "total_charge": 0,
  "species": ["C", "C", "C", "C", "C", "P", "S", "C", "C", "C", "C", "O", "C", "C", "O", "H", "H", "H", "H", "H", "H", "H", "H", "H", "H", "H", "H", "H", "H", "H", "H", "H", "H", "H", "H", "H", "H", "H", "H", "H", "C", "C", "C", "C", "C", "C", "H", "H", "H", "H", "H", "H", "C", "C", "C", "C", "C", "C", "H", "H", "H", "H", "H", "H", "C", "C", "C", "C", "C", "C", "H", "H", "H", "H", "H", "H"],
  "coordinates": [[-2.6376, 1.3393, 8.1137], [-1.2102, 0.8370, 7.9668], [-1.2091, -0.6073, 7.4272], [-0.8380, -0.6977, 5.9271], [0.6711, -0.8742, 5.8287], [1.3925, -0.7738, 4.1216], [0.0597, -2.3088, 3.2504], [2.7069, 0.5268, 4.5852], [3.2826, 1.2180, 3.3030], [2.7011, 2.6465, 3.1434], [1.5982, 2.7865, 2.0649], [0.5896, 3.6669, 2.5792], [-0.6535, 3.4254, 2.0890], [-1.3035, 2.0858, 2.2979], [-1.2327, 4.2657, 1.5402], [-3.1785, 0.7247, 8.8220], [-3.1610, 1.2393, 7.1669], [-2.6702, 2.3669, 8.4580], [-0.7717, 0.8261, 8.9602], [-0.6503, 1.4622, 7.2792], [-2.2284, -0.9811, 7.4974], [-0.5984, -1.2901, 8.0074], [-1.1984, 0.2140, 5.4557], [-1.3818, -1.5461, 5.5465], [0.9572, -1.8009, 6.3139], [1.1170, -0.0758, 6.4109], [2.4581, -1.6676, 3.8348], [0.9209, 0.1502, 3.1493], [-1.1265, -1.6795, 3.1545], [2.3410, 1.3069, 5.2436], [3.5361, -0.0217, 5.0275], [3.0395, 0.6116, 2.4311], [4.3532, 1.3059, 3.4001], [2.2656, 2.9934, 4.0722], [3.4818, 3.3412, 2.8641], [2.0391, 3.1966, 1.1605], [1.1703, 1.8175, 1.8110], [-1.3449, 1.5177, 1.3766], [-0.7917, 1.4670, 3.0285], [-2.3152, 2.2672, 2.6198], [3.7586, -0.2088, -0.9461], [2.3785, -0.2055, -0.7953], [1.5714, 0.3279, -1.7905], [2.1448, 0.8636, -2.9349], [3.5250, 0.8695, -3.0819], [4.3324, 0.3327, -2.0881], [4.3873, -0.6337, -0.1732], [1.9273, -0.6215, 0.0986], [0.4948, 0.3261, -1.6746], [1.5153, 1.2763, -3.7130], [3.9725, 1.2916, -3.9731], [5.4088, 0.3346, -2.2044], [-0.2495, -2.1756, -6.0754], [1.0242, -1.8400, -5.6381], [1.5776, -2.4899, -4.5439], [0.8557, -3.4734, -3.8830], [-0.4213, -3.8042, -4.3143], [-0.9736, -3.1570, -5.4108], [-0.6791, -1.6723, -6.9331], [1.5871, -1.0702, -6.1514], [2.5723, -2.2279, -4.2045], [1.2881, -3.9813, -3.0301], [-0.9870, -4.5679, -3.7953], [-1.9693, -3.4173, -5.7476], [-4.7761, -0.4221, -7.4806], [-3.7936, -1.3748, -7.7097], [-3.1161, -1.3971, -8.9216], [-3.4246, -0.4680, -9.9053], [-4.4128, 0.4797, -9.6790], [-5.0876, 0.5036, -8.4666], [-5.2997, -0.4012, -6.5333], [-3.5551, -2.1008, -6.9429], [-2.3471, -2.1390, -9.0994], [-2.8950, -0.4834, -10.8495], [-4.6572, 1.2011, -10.4484], [-5.8570, 1.2444, -8.2895]],
  "forces_ev_per_angstrom": [[0.155, 0.004, -0.246], [-0.312, -0.932, 0.330], [-0.583, 0.362, -0.654], [0.022, -0.271, 1.304], [-0.307, 0.536, -0.529], [0.843, 1.205, 0.903], [-0.386, -0.878, -0.542], [0.558, -0.141, -1.231], [-0.950, 0.506, 1.040], [-0.350, -0.387, -0.974], [0.636, -0.283, 0.985], [0.385, -0.380, -0.182], [1.067, -1.983, 0.929], [0.597, -0.576, 0.429], [-1.968, 3.027, -1.670], [-0.101, -0.136, 0.272], [-0.159, 0.229, -0.198], [-0.102, 0.212, -0.049], [0.431, 0.343, 0.011], [0.293, 0.303, 0.147], [-0.152, -0.137, 0.236], [0.260, -0.032, 0.126], [0.039, 0.075, -0.347], [0.051, -0.231, -0.564], [0.086, -0.360, -0.231], [0.274, 0.162, 0.055], [-0.430, -0.129, -0.216], [-0.244, -0.316, 0.147], [0.199, 0.111, 0.084], [-0.040, -0.066, 0.346], [-0.033, -0.012, 0.585], [0.218, -0.050, -0.327], [0.366, -0.183, -0.161], [0.019, 0.054, 0.228], [0.297, 0.185, 0.132], [-0.231, 0.188, -0.235], [-0.116, -0.108, 0.023], [0.003, 0.032, -0.308], [0.035, -0.021, 0.174], [-0.338, 0.070, 0.093], [0.009, 0.011, 0.031], [-0.045, -0.013, 0.070], [-0.024, 0.029, 0.020], [-0.005, 0.028, -0.026], [0.003, -0.005, -0.019], [0.016, -0.020, -0.011], [-0.004, 0.012, 0.000], [0.007, -0.043, -0.021], [0.007, -0.021, -0.014], [-0.002, -0.007, 0.007], [-0.003, -0.002, 0.007], [-0.007, -0.001, -0.002], [-0.042, -0.008, -0.007], [0.013, 0.011, -0.021], [0.051, 0.010, 0.019], [0.001, -0.003, 0.014], [-0.028, -0.025, 0.009], [0.028, 0.035, -0.017], [-0.012, 0.016, 0.023], [0.001, -0.010, 0.000], [-0.018, 0.020, 0.016], [-0.006, 0.013, 0.003], [0.007, 0.002, -0.006], [0.009, -0.018, 0.006], [-0.017, 0.000, 0.014], [0.031, -0.010, -0.019], [0.005, -0.011, 0.026], [0.010, -0.003, -0.016], [-0.002, 0.019, -0.014], [-0.007, 0.007, 0.006], [0.000, -0.007, -0.008], [-0.002, 0.016, 0.005], [-0.011, -0.002, 0.000], [-0.008, -0.004, 0.003], [0.007, -0.002, 0.007], [0.008, -0.002, -0.001]]
}

(3)
{
  "formula": "C29H44ClIrN5O3S",
  "method": "ωB97M-V/def2-TZVPD",
  "de_lowest_kj_mol": 125.99,
  "e_homo_ha": [0.0873, -0.1077],
  "multiplicity": 6,
  "total_charge": -2,
  "species": ["Ir", "Cl", "C", "C", "N", "H", "N", "H", "C", "C", "C", "H", "H", "H", "H", "H", "H", "C", "H", "H", "H", "C", "C", "H", "H", "C", "H", "C", "H", "H", "H", "H", "H", "C", "H", "C", "N", "H", "N", "H", "C", "C", "C", "H", "H", "H", "H", "H", "H", "C", "H", "H", "H", "C", "C", "H", "H", "C", "H", "C", "H", "H", "H", "H", "H", "C", "H", "C", "O", "C", "N", "S", "O", "O", "C", "C", "C", "C", "C", "C", "H", "H", "H", "H"],
  "coordinates": [[0.8768, -1.1094, 0.9394], [-0.0540, 0.1556, -0.7785], [2.8683, -4.3157, -0.4578], [1.9899, -2.3042, -0.0157], [1.6994, -3.6055, -0.2977], [4.9485, -3.5956, -0.4564], [3.3371, -2.1910, -0.1521], [2.8824, -5.3729, -0.6449], [0.3232, -4.0855, -0.4622], [0.3230, -5.5345, -0.8968], [-0.3544, -3.9602, 0.8946], [0.8322, -6.1839, -0.1686], [-0.7279, -5.8545, -0.9744], [0.7813, -5.6456, -1.8894], [-1.4053, -3.6372, -1.6472], [0.1324, -3.4062, -2.5009], [-0.5386, -2.9046, 1.1838], [-0.3747, -3.2701, -1.5381], [0.2623, -4.4449, 1.6616], [-1.3320, -4.4605, 0.8593], [-0.3988, -2.1988, -1.3226], [3.8847, -3.4314, -0.3585], [3.8617, -0.3287, 1.2836], [4.3340, -1.0198, 1.9941], [4.3712, 0.6416, 1.3371], [4.0152, -0.8887, -0.1202], [3.9910, 0.9667, -1.1844], [5.4860, -1.0661, -0.4373], [5.6256, -1.4509, -1.4581], [2.7997, -0.1786, 1.5977], [2.3656, 0.2688, -1.0052], [5.9808, -1.7284, 0.2891], [5.9592, -0.0733, -0.3856], [3.4176, 0.0293, -1.1768], [3.5041, -0.4327, -2.1667], [-3.8392, 3.5063, -0.9958], [-3.5145, 2.4220, -0.1807], [-2.6720, 5.3331, -1.3873], [-1.8986, 3.8476, -0.0093], [-4.7331, 3.5212, -1.5925], [-4.0641, 1.0529, -0.3260], [-5.4465, 0.9275, 0.2727], [-4.0657, 0.7895, -1.8221], [-6.1743, 1.6001, -0.1886], [-5.7593, -0.1095, 0.0910], [-5.4174, 1.0832, 1.3565], [-3.2275, -0.9017, 0.0196], [-3.3938, 0.0527, 1.4848], [-3.0212, 0.7899, -2.1809], [-3.1497, 0.1082, 0.4258], [-4.6499, 1.5639, -2.3435], [-4.5283, -0.1859, -2.0296], [-2.1028, 0.4112, 0.3583], [-2.8231, 4.3941, -0.8978], [0.0080, 4.1472, -1.4099], [-0.5889, 4.8715, -1.9904], [1.0653, 4.4381, -1.4768], [-0.4555, 4.1754, 0.0369], [1.2790, 3.1665, 0.8301], [-0.1836, 5.5224, 0.6582], [-0.5025, 5.5444, 1.7051], [-0.1184, 3.1319, -1.8201], [-0.1094, 2.1051, 0.6423], [-0.6288, 6.3462, 0.0930], [0.9102, 5.6440, 0.6505], [0.1889, 3.1201, 0.9041], [-0.0667, 3.2821, 1.9575], [-2.3681, 2.6816, 0.4424], [1.5957, -2.5380, 3.3105], [0.7858, -1.6457, 3.6836], [0.3285, -0.7513, 2.7567], [-0.6705, 0.6253, 3.5162], [0.1345, 1.8177, 3.6065], [-2.0382, 0.6950, 3.0624], [-0.6526, -0.2661, 5.0307], [-1.4667, 0.0315, 6.1213], [-1.4242, -0.8175, 7.2429], [-0.5745, -1.9380, 7.2354], [0.2259, -2.2256, 6.1282], [0.1671, -1.3895, 4.9999], [-2.1362, 0.8997, 6.0896], [-2.0521, -0.6162, 8.1115], [-0.5428, -2.5945, 8.1098], [0.9048, -3.0752, 6.1048]],
  "forces_ev_per_angstrom": [[-1.868, 2.346, -0.347], [-0.414, 0.676, -1.008], [-0.427, -0.026, -0.196], [1.889, -2.368, -1.249], [0.945, 0.335, -0.175], [-0.256, 0.005, -0.013], [-0.426, -0.689, -0.168], [0.094, 0.027, -0.034], [-0.231, -0.059, 0.547], [0.006, -0.453, -0.133], [-0.678, -0.126, 0.391], [-0.169, 0.109, -0.248], [0.367, 0.024, 0.032], [-0.012, -0.086, 0.266], [0.180, 0.095, 0.050], [-0.042, -0.007, 0.113], [0.059, -0.684, -0.121], [-0.249, 0.128, -0.396], [-0.174, 0.221, -0.052], [0.132, 0.060, 0.004], [-0.061, -0.317, 0.033], [0.632, 0.112, -0.324], [0.082, 0.536, 0.590], [-0.168, 0.196, -0.013], [-0.034, -0.124, 0.033], [0.159, 0.140, 0.434], [-0.123, -0.164, -0.005], [0.397, -0.060, -0.088], [0.050, -0.004, 0.285], [0.949, -0.027, -0.252], [0.261, -0.048, 0.017], [-0.035, 0.195, -0.259], [-0.074, -0.357, 0.008], [-0.028, 0.256, -0.244], [-0.004, 0.056, 0.096], [-0.061, 0.078, -0.225], [-0.336, 1.312, -0.315], [-0.119, 0.263, -0.167], [-1.174, 0.491, -0.428], [-0.042, 0.259, -0.066], [0.325, 0.396, 0.444], [-0.401, -0.230, -0.029], [-0.011, -0.329, -0.314], [-0.042, 0.038, 0.015], [-0.172, 0.214, 0.111], [-0.011, 0.109, -0.229], [-0.175, -0.105, -0.168], [-0.012, 0.153, -0.130], [-0.466, 0.002, 0.002], [0.358, -0.640, 0.079], [0.241, -0.358, -0.004], [0.202, 0.181, 0.004], [-0.533, -0.120, 0.014], [-0.200, -0.124, -0.032], [0.266, -0.021, -0.307], [0.339, -0.329, 0.006], [-0.191, -0.135, -0.014], [-0.462, -0.428, 0.187], [0.088, 0.219, -0.100], [0.401, 0.387, 0.146], [-0.125, 0.062, -0.214], [0.042, 0.389, 0.064], [0.047, 0.427, 0.041], [-0.050, 0.033, 0.082], [-0.275, 0.187, 0.028], [0.669, -0.234, 0.480], [-0.011, -0.113, -0.376], [1.388, -1.621, 1.165], [-0.414, 0.265, 0.508], [-0.381, -0.496, 2.364], [-2.127, 3.075, 0.756], [1.233, -3.273, 1.435], [-0.145, 0.057, -0.517], [0.727, 0.354, -0.387], [-1.502, 1.590, 0.408], [0.182, -0.265, 0.004], [-0.734, 1.049, -0.192], [1.241, -1.004, -0.703], [-0.479, 0.039, 1.263], [1.946, -1.608, -1.891], [0.273, -0.339, 0.038], [0.123, 0.013, -0.228], [0.030, 0.163, -0.251], [-0.201, 0.043, 0.072]]
}

What are the DFT total energy values for these records? In order: -2224.97535; -2020.75086; -2593.43497 Eh.
What are the max |F| values for these records? In order: 0.62; 3.98; 3.81 eV/Å.